Here is a structure of composition C30H90O19PV from the Open Molecules 2025 dataset. Energies are from the ωB97M-V functional and the def2-TZVPD basis.

Properties
Expectation value of S²: 2.0079
Charge: 0
Spin multiplicity: 3
Gap between HOMO and LUMO (spin up / spin down) in eV: 8.9 / 9.0

Element x y z (Å)
1 V 0.11 1.22 -0.47
2 P -1.80 -0.23 0.47
3 O -2.94 0.31 1.37
4 O -1.69 0.72 -0.78
5 O -2.09 -1.66 -0.01
6 O -0.32 -0.07 1.01
7 C -4.89 -0.42 6.02
8 C -4.66 0.03 4.48
9 O -3.21 0.15 4.42
10 H -5.00 0.47 6.70
11 H -4.13 -1.13 6.14
12 H -5.85 -0.91 6.05
13 H -5.21 0.94 4.22
14 H -5.03 -0.82 3.89
15 H -3.08 0.03 3.49
16 C -2.05 -4.69 -0.91
17 C -3.40 -4.11 -1.38
18 O -3.24 -2.92 -2.15
19 H -1.47 -5.18 -1.70
20 H -2.31 -5.51 -0.24
21 H -1.43 -3.93 -0.43
22 H -4.05 -3.97 -0.56
23 H -3.97 -4.73 -2.13
24 H -2.76 -2.22 -1.63
25 C -3.91 5.12 -2.10
26 C -2.59 4.54 -1.91
27 O -2.56 3.24 -2.57
28 H -4.77 4.36 -1.96
29 H -4.01 5.60 -3.08
30 H -4.14 5.95 -1.40
31 H -2.22 4.53 -0.86
32 H -1.87 5.16 -2.39
33 H -3.24 2.62 -2.22
34 C -5.91 0.58 -2.73
35 C -4.72 0.28 -1.85
36 O -4.35 1.56 -1.26
37 H -6.15 -0.48 -3.06
38 H -5.67 1.12 -3.63
39 H -6.73 0.93 -2.19
40 H -3.84 0.05 -2.45
41 H -4.99 -0.53 -1.21
42 H -3.79 1.31 -0.47
43 C 0.89 -7.59 0.55
44 C 0.18 -6.66 1.52
45 O 0.76 -5.36 1.40
46 H 1.91 -7.36 0.79
47 H 0.73 -7.17 -0.44
48 H 0.65 -8.61 0.70
49 H 0.36 -7.02 2.52
50 H -0.90 -6.61 1.24
51 H 0.13 -4.62 1.69
52 C 0.05 4.60 2.42
53 C 0.42 4.08 1.08
54 O -0.25 2.91 0.57
55 H -1.00 4.90 2.59
56 H 0.72 5.50 2.56
57 H 0.27 3.95 3.28
58 H 1.45 3.82 1.05
59 H 0.34 4.90 0.30
60 H -1.22 2.92 0.93
61 C 0.94 -1.94 -3.19
62 C 0.22 -0.81 -2.59
63 O 1.14 0.05 -1.77
64 H 1.19 -2.69 -2.53
65 H 1.86 -1.60 -3.68
66 H 0.27 -2.33 -3.92
67 H -0.63 -1.01 -1.95
68 H -0.06 -0.03 -3.28
69 H 1.74 -0.64 -1.35
70 C 0.72 3.93 -3.89
71 C 0.62 3.37 -2.46
72 O -0.24 2.25 -2.35
73 H 0.62 3.07 -4.56
74 H 1.56 4.61 -3.96
75 H -0.16 4.55 -4.01
76 H 0.33 4.21 -1.83
77 H 1.65 3.13 -2.14
78 H -1.16 2.60 -2.55
79 C 5.46 -2.16 -0.53
80 C 4.13 -2.31 -1.26
81 O 3.10 -1.74 -0.41
82 H 5.43 -2.59 0.46
83 H 5.72 -1.08 -0.45
84 H 6.24 -2.63 -1.11
85 H 3.90 -3.34 -1.45
86 H 4.11 -1.80 -2.22
87 H 2.79 -2.55 0.13
88 C 3.09 -3.22 2.82
89 C 3.71 -4.23 1.81
90 O 3.12 -4.25 0.50
91 H 1.99 -2.97 2.78
92 H 3.62 -2.31 2.75
93 H 3.11 -3.61 3.85
94 H 3.54 -5.23 2.28
95 H 4.83 -4.22 1.77
96 H 2.35 -4.84 0.67
97 C 3.98 -0.30 -4.82
98 C 4.56 1.08 -5.01
99 O 4.02 1.86 -3.93
100 H 4.32 -1.06 -5.50
101 H 2.82 -0.21 -4.82
102 H 4.09 -0.66 -3.77
103 H 4.29 1.59 -5.89
104 H 5.63 1.14 -4.94
105 H 3.08 1.96 -4.04
106 C -4.35 4.31 2.30
107 C -3.49 3.20 2.57
108 O -2.58 2.81 1.57
109 H -4.88 4.28 1.31
110 H -3.77 5.24 2.38
111 H -5.11 4.39 3.05
112 H -4.03 2.22 2.83
113 H -2.86 3.55 3.45
114 H -2.68 1.83 1.56
115 C -0.54 -3.25 4.41
116 C -1.25 -2.53 3.27
117 O -0.79 -3.03 2.04
118 H -0.72 -4.35 4.50
119 H -0.63 -2.81 5.35
120 H 0.52 -3.24 4.06
121 H -1.05 -1.44 3.37
122 H -2.33 -2.74 3.42
123 H -1.18 -2.57 1.26
124 C 1.89 1.31 2.55
125 C 2.49 0.65 1.35
126 O 2.21 1.56 0.23
127 H 1.95 0.64 3.40
128 H 0.87 1.52 2.49
129 H 2.37 2.23 2.83
130 H 2.11 -0.33 1.15
131 H 3.62 0.68 1.52
132 H 2.95 1.48 -0.43
133 C 5.26 4.19 -0.74
134 C 5.62 2.70 -0.85
135 O 4.56 1.88 -1.26
136 H 4.53 4.41 0.10
137 H 4.94 4.66 -1.67
138 H 6.20 4.70 -0.47
139 H 6.09 2.32 0.08
140 H 6.46 2.70 -1.62
141 H 4.45 1.86 -2.21

***

Here is a structure of composition C26H19BrN6O3STi from the Open Molecules 2025 dataset. Energies are from the ωB97M-V functional and the def2-TZVPD basis.

Properties
Expectation value of S²: 2.0555
Charge: 0
Spin multiplicity: 3
Energy above the lowest of the compared OMol25 structures with the same formula, charge and spin in kcal/mol: 28.25
Gap between HOMO and LUMO (spin up / spin down) in eV: 4.6 / 7.0

Element x y z (Å)
1 Ti 0.17 0.48 -0.29
2 Br 0.87 -2.12 6.12
3 C 1.10 -1.29 4.42
4 C 1.54 0.02 4.36
5 C 1.73 0.62 3.12
6 C 1.46 -0.07 1.94
7 O 1.70 0.47 0.74
8 C 0.97 -1.42 2.01
9 C 0.70 -2.14 0.82
10 N 0.62 -1.48 -0.36
11 C 0.63 -2.11 -1.56
12 C 1.01 -3.43 -1.82
13 C 0.95 -3.92 -3.13
14 C 0.53 -3.14 -4.18
15 C 0.18 -1.79 -3.96
16 C -0.24 -0.91 -4.97
17 C -0.52 0.40 -4.64
18 C -0.38 0.84 -3.33
19 N 0.01 0.04 -2.33
20 C 0.27 -1.26 -2.64
21 C 0.82 -2.01 3.28
22 H 1.75 0.57 5.27
23 H 2.09 1.63 3.05
24 H 0.56 -3.21 0.85
25 H 1.38 -4.05 -1.02
26 H 1.26 -4.94 -3.32
27 H 0.48 -3.54 -5.18
28 H -0.34 -1.26 -5.98
29 H -0.85 1.10 -5.40
30 H -0.61 1.86 -3.07
31 H 0.46 -3.03 3.34
32 N 3.10 4.03 -4.77
33 C 2.29 3.83 -3.68
34 C 2.57 2.83 -2.74
35 C 1.74 2.61 -1.67
36 C 0.60 3.40 -1.50
37 C 0.30 4.40 -2.42
38 C 1.14 4.61 -3.50
39 S -0.56 3.10 -0.19
40 O -1.28 4.31 0.07
41 O 0.18 2.49 0.92
42 N -1.40 1.85 -0.78
43 C -2.12 1.22 0.21
44 N -1.59 0.00 0.50
45 C -2.18 -0.72 1.45
46 C -3.27 -0.23 2.14
47 C -3.71 1.04 1.80
48 N -3.16 1.76 0.84
49 H 4.01 3.60 -4.76
50 H 3.05 4.92 -5.23
51 H 3.46 2.22 -2.87
52 H 2.00 1.84 -0.95
53 H -0.59 4.99 -2.28
54 H 0.91 5.38 -4.23
55 H -1.75 -1.70 1.65
56 H -3.73 -0.81 2.92
57 H -4.54 1.51 2.31

***

- Look up the spin multiplicity of the first one.
  3

***

- What is the formula in the second record?
  C26H19BrN6O3STi

***

- Which formula does entry 2 have?
  C26H19BrN6O3STi